# 1
Formula: C11H41N12O10
Source: OMol25
Level of theory: ωB97M-V with the def2-TZVPD basis set

Cartesian coordinates (Å):
1 C -0.292 -1.524 0.377
2 C 0.100 -0.066 0.172
3 O -0.800 0.906 0.608
4 H 0.465 -2.213 0.003
5 H -1.112 -1.700 -0.319
6 H -0.532 -1.874 1.381
7 H 0.300 0.107 -0.885
8 H 1.061 0.093 0.661
9 C 3.143 -3.357 1.120
10 O 4.006 -2.179 1.248
11 H 2.971 -3.249 0.049
12 H 3.626 -4.313 1.320
13 H 2.179 -3.333 1.628
14 H 4.897 -2.514 1.126
15 C 0.833 1.093 3.887
16 O -0.490 1.572 3.482
17 H 0.869 0.206 4.519
18 H 1.493 0.749 3.091
19 H 1.270 1.889 4.489
20 H -0.543 1.314 2.559
21 C -0.066 -1.987 -4.052
22 O -1.027 -2.432 -3.161
23 H 0.830 -1.543 -3.619
24 H 0.252 -2.935 -4.487
25 H -0.364 -1.297 -4.841
26 H -1.850 -2.083 -3.510
27 C 2.336 3.517 -0.066
28 O 3.169 4.400 -0.427
29 N 2.534 2.541 0.791
30 N 1.084 3.473 -0.530
31 H 3.387 2.359 1.300
32 H 1.759 1.907 0.925
33 H 0.867 4.054 -1.327
34 H 0.455 2.840 -0.058
35 C 3.830 -1.365 -2.255
36 O 4.186 -2.522 -2.201
37 N 3.742 -0.683 -3.310
38 N 3.310 -0.717 -1.240
39 H 3.383 0.260 -3.276
40 H 4.068 -1.182 -4.126
41 H 2.909 0.207 -1.313
42 H 3.280 -1.197 -0.352
43 C -3.566 1.705 -1.562
44 O -4.588 1.574 -2.184
45 N -3.577 2.018 -0.254
46 N -2.294 1.537 -1.968
47 H -2.780 1.558 0.164
48 H -4.460 2.066 0.234
49 H -2.385 0.949 -2.783
50 H -1.548 1.573 -1.288
51 C -0.784 -2.657 4.694
52 O 0.035 -3.498 4.827
53 N -1.022 -1.694 5.606
54 N -1.710 -2.643 3.825
55 H -0.610 -1.793 6.523
56 H -1.753 -1.027 5.403
57 H -1.757 -3.366 3.121
58 H -2.116 -1.765 3.534
59 C 0.094 3.764 -3.909
60 O 0.827 4.623 -4.372
61 N 0.520 2.617 -3.562
62 N -1.190 3.908 -3.715
63 H 1.511 2.440 -3.478
64 H -0.035 1.849 -3.212
65 H -1.717 3.115 -3.377
66 H -1.649 4.785 -3.914
67 C -4.086 -1.169 1.612
68 O -5.317 -1.322 1.725
69 N -3.429 -0.288 2.266
70 N -3.369 -1.884 0.818
71 H -3.929 0.301 2.917
72 H -2.658 0.081 1.729
73 H -2.365 -1.951 0.904
74 H -3.814 -2.627 0.298

As for the net charge: -1. Its LUMO energy is 2.17 eV.

Results of the Löwdin charge analysis, in e, for atoms 1 through 8: -0.09 -0.46 -0.36 0.06 0.05 0.06 0.07 0.06

=====

# 2
Formula: C11H41N3O8P
Source: OMol25
Level of theory: ωB97M-V with the def2-TZVPD basis set

Cartesian coordinates (Å):
1 N 2.743 0.940 3.841
2 P 1.406 0.922 2.818
3 O 0.582 -0.412 3.374
4 N 2.232 0.228 1.428
5 C 2.325 1.188 0.314
6 C 1.325 0.919 -0.795
7 N 1.530 -0.485 -1.351
8 C 2.313 -1.357 -0.402
9 C 1.757 -1.082 0.975
10 H 3.220 0.045 3.881
11 H 2.466 1.185 4.788
12 H -0.348 -0.365 3.111
13 H 2.171 2.207 0.667
14 H 3.334 1.168 -0.103
15 H 0.311 0.933 -0.410
16 H 1.440 1.638 -1.600
17 H 1.950 -0.467 -2.278
18 H 0.603 -0.904 -1.460
19 H 3.361 -1.077 -0.473
20 H 2.201 -2.394 -0.708
21 H 2.053 -1.850 1.680
22 H 0.659 -1.134 0.887
23 C -2.235 0.715 -1.797
24 O -1.887 0.301 -0.465
25 H -1.367 1.225 -2.214
26 H -2.481 -0.147 -2.421
27 H -3.081 1.401 -1.785
28 H -2.660 -0.129 -0.087
29 C -5.279 3.504 -3.398
30 O -5.117 2.678 -2.242
31 H -4.355 3.434 -3.966
32 H -6.105 3.154 -4.022
33 H -5.438 4.547 -3.125
34 H -5.925 2.731 -1.725
35 C -1.451 -2.780 -2.038
36 O -2.625 -3.182 -2.712
37 H -1.005 -1.994 -2.653
38 H -1.669 -2.378 -1.044
39 H -0.733 -3.600 -1.933
40 H -3.043 -3.885 -2.205
41 C -3.448 6.314 -0.892
42 O -3.819 6.353 -2.262
43 H -3.675 5.310 -0.538
44 H -2.380 6.502 -0.750
45 H -4.014 7.031 -0.292
46 H -3.633 7.231 -2.607
47 C 2.170 -4.419 3.719
48 O 1.393 -4.027 2.580
49 H 2.745 -5.289 3.417
50 H 2.857 -3.627 4.024
51 H 1.535 -4.689 4.563
52 H 0.904 -3.242 2.852
53 C -2.487 -3.994 1.689
54 O -1.241 -4.249 1.057
55 H -3.268 -4.250 0.976
56 H -2.627 -4.607 2.582
57 H -2.607 -2.940 1.965
58 H -0.534 -4.035 1.676
59 C 6.678 0.668 -0.598
60 O 5.717 1.609 -0.123
61 H 6.617 0.675 -1.683
62 H 7.693 0.945 -0.308
63 H 6.475 -0.344 -0.237
64 H 5.774 1.631 0.837

As for the net charge: +1. Its LUMO energy is -2.59 eV.

Results of the Löwdin charge analysis, in e, for atoms 1 through 8: -0.16 0.81 -0.31 -0.28 -0.23 -0.08 0.09 -0.08

=====

# 3
Formula: C11H44N22O11
Source: OMol25
Level of theory: ωB97M-V with the def2-TZVPD basis set

Cartesian coordinates (Å):
1 C 5.654 0.662 -0.404
2 O 4.745 0.857 -1.132
3 N 5.384 0.545 0.939
4 N 6.902 0.693 -0.789
5 H 6.208 0.502 1.522
6 H 4.432 0.679 1.249
7 H 7.105 0.816 -1.770
8 H 7.697 0.590 -0.175
9 C 3.736 -4.364 -0.885
10 O 3.759 -4.151 -2.039
11 N 4.753 -4.159 -0.125
12 N 2.751 -4.844 -0.198
13 H 5.547 -3.651 -0.487
14 H 4.865 -4.447 0.837
15 H 2.823 -4.620 0.784
16 H 1.821 -4.993 -0.562
17 C -3.360 4.766 4.010
18 O -3.878 5.286 3.045
19 N -3.225 5.299 5.136
20 N -2.771 3.559 3.926
21 H -3.440 6.240 5.433
22 H -2.726 4.694 5.773
23 H -2.814 3.027 3.069
24 H -2.299 3.126 4.708
25 C 0.198 0.475 0.213
26 O -0.811 0.449 0.951
27 N 0.460 -0.530 -0.491
28 N 1.011 1.500 -0.006
29 H -0.262 -1.235 -0.514
30 H 0.997 -0.558 -1.346
31 H 1.933 1.298 -0.363
32 H 0.778 2.342 0.502
33 C 2.335 2.800 -6.261
34 O 1.230 3.321 -5.987
35 N 2.743 2.182 -7.301
36 N 3.252 2.846 -5.364
37 H 2.215 2.040 -8.150
38 H 3.670 1.786 -7.228
39 H 2.934 3.038 -4.425
40 H 4.138 2.443 -5.634
41 C -1.868 -6.444 3.339
42 O -1.746 -7.244 4.204
43 N -2.814 -6.257 2.435
44 N -0.851 -5.619 2.981
45 H -3.720 -6.695 2.527
46 H -2.706 -5.453 1.833
47 H -0.067 -5.489 3.604
48 H -0.811 -5.092 2.121
49 C 5.424 6.517 -1.079
50 O 6.582 6.939 -1.367
51 N 4.401 6.822 -1.880
52 N 5.028 5.840 -0.034
53 H 3.650 6.154 -1.988
54 H 4.707 7.402 -2.648
55 H 4.020 5.769 -0.028
56 H 5.582 5.737 0.804
57 C -5.575 -0.970 5.307
58 O -5.918 0.080 5.847
59 N -4.422 -1.050 4.680
60 N -6.143 -2.121 5.439
61 H -3.860 -0.218 4.569
62 H -4.069 -1.928 4.328
63 H -7.073 -2.177 5.828
64 H -5.465 -2.739 5.862
65 C -1.948 -6.019 -2.417
66 O -1.864 -5.093 -1.735
67 N -1.208 -7.093 -2.357
68 N -2.597 -5.967 -3.478
69 H -1.370 -7.885 -2.961
70 H -0.723 -7.220 -1.480
71 H -2.985 -5.044 -3.615
72 H -2.847 -6.835 -3.930
73 C -0.368 6.328 -1.064
74 O 0.225 6.656 -0.055
75 N -0.366 6.937 -2.207
76 N -1.262 5.409 -0.964
77 H -1.076 6.620 -2.851
78 H 0.024 7.847 -2.409
79 H -1.658 5.055 -0.105
80 H -1.609 5.019 -1.829
81 C -5.458 -2.139 -0.415
82 O -6.320 -1.293 -0.204
83 N -4.277 -2.222 0.145
84 N -5.764 -3.340 -0.958
85 H -3.840 -1.357 0.430
86 H -3.603 -2.869 -0.239
87 H -6.744 -3.522 -1.121
88 H -5.139 -4.043 -1.326

The calculation puts the energy above the lowest of the compared OMol25 structures with the same formula, charge and spin at 9.092 eV. Its LUMO energy is -0.19 eV. Its SMILES is NC(N)=O.NC(N)=O.NC(N)=O.NC(N)=O.NC(N)=O.NC(N)=O.NC(N)=O.NC(N)=O.NC(N)=O.NC(N)=O.NC(N)=O.

Results of the Löwdin charge analysis, in e, for atoms 1 through 8: -0.77 0.04 0.15 0.17 0.09 0.10 0.12 0.11

=====

# 4
Formula: C11H44N22O11
Source: OMol25
Level of theory: ωB97M-V with the def2-TZVPD basis set

Cartesian coordinates (Å):
1 C -0.301 -0.653 0.172
2 O -1.316 -1.145 0.669
3 N 0.897 -1.333 0.111
4 N -0.225 0.563 -0.405
5 H 0.949 -2.235 0.570
6 H 1.528 -0.945 -0.575
7 H -1.056 1.142 -0.431
8 H 0.688 0.948 -0.570
9 C -3.058 3.122 -1.494
10 O -2.433 2.122 -1.149
11 N -2.843 3.601 -2.756
12 N -3.987 3.777 -0.760
13 H -3.064 4.554 -2.976
14 H -2.148 3.081 -3.265
15 H -4.385 4.639 -1.083
16 H -4.038 3.560 0.220
17 C 4.464 -3.148 -1.188
18 O 4.919 -3.299 -2.297
19 N 3.943 -1.949 -0.756
20 N 4.403 -4.131 -0.226
21 H 3.591 -1.768 0.168
22 H 3.931 -1.109 -1.305
23 H 4.594 -5.043 -0.599
24 H 4.299 -3.927 0.747
25 C 0.382 5.074 0.528
26 O 1.324 5.530 -0.100
27 N -0.840 5.682 0.567
28 N 0.479 3.931 1.275
29 H -0.905 6.555 0.078
30 H -1.477 5.397 1.286
31 H -0.331 3.351 1.410
32 H 1.359 3.442 1.214
33 C -5.226 -1.970 0.103
34 O -5.620 -1.511 1.161
35 N -4.259 -1.391 -0.649
36 N -5.783 -3.106 -0.435
37 H -3.708 -0.700 -0.168
38 H -3.973 -1.752 -1.538
39 H -5.266 -3.644 -1.107
40 H -6.412 -3.571 0.195
41 C 3.521 1.370 -1.420
42 O 2.363 0.966 -1.574
43 N 4.387 1.432 -2.458
44 N 4.013 1.507 -0.159
45 H 5.366 1.621 -2.357
46 H 3.965 1.272 -3.356
47 H 4.958 1.831 -0.054
48 H 3.395 1.458 0.641
49 C 0.375 3.892 -4.117
50 O 0.230 4.124 -5.310
51 N 0.598 4.895 -3.218
52 N 0.412 2.645 -3.594
53 H 0.342 5.799 -3.573
54 H 0.606 4.715 -2.227
55 H 0.292 1.815 -4.146
56 H 0.563 2.411 -2.626
57 C 1.882 0.796 3.062
58 O 2.242 1.387 2.052
59 N 1.830 1.448 4.272
60 N 1.374 -0.469 3.113
61 H 2.284 2.336 4.370
62 H 1.415 1.020 5.079
63 H 1.514 -0.962 2.245
64 H 0.987 -0.860 3.948
65 C -0.298 -4.348 1.976
66 O 0.765 -3.918 1.526
67 N -1.504 -3.780 1.719
68 N -0.370 -5.458 2.763
69 H -1.438 -2.903 1.211
70 H -2.376 -4.257 1.853
71 H -1.081 -5.577 3.461
72 H 0.543 -5.813 2.999
73 C -2.611 0.963 3.462
74 O -3.041 1.410 4.509
75 N -2.709 -0.318 3.041
76 N -1.920 1.784 2.569
77 H -2.297 -0.693 2.193
78 H -3.089 -0.967 3.708
79 H -2.186 2.748 2.632
80 H -1.503 1.348 1.766
81 C 0.848 -5.169 -2.219
82 O 0.699 -6.008 -3.094
83 N 1.071 -5.514 -0.915
84 N 0.762 -3.820 -2.440
85 H 0.988 -4.782 -0.222
86 H 1.347 -6.453 -0.710
87 H 0.336 -3.494 -3.285
88 H 1.058 -3.171 -1.734

The calculation puts the energy above the lowest of the compared OMol25 structures with the same formula, charge and spin at 0.084 eV. Its LUMO energy is 0.04 eV. Its SMILES is NC(N)=O.NC(N)=O.NC(N)=O.NC(N)=O.NC(N)=O.NC(N)=O.NC(N)=O.NC(N)=O.NC(N)=O.NC(N)=O.NC(N)=O.

Results of the Löwdin charge analysis, in e, for atoms 1 through 8: -0.61 -0.03 0.16 0.20 0.05 0.07 0.04 0.05

=====

# 5
Formula: C11H5F6MnN3O8S7
Source: OMol25
Level of theory: ωB97M-V with the def2-TZVPD basis set

Cartesian coordinates (Å):
1 Mn -0.881 -0.681 0.286
2 F 1.770 1.492 1.326
3 C 2.866 0.744 1.469
4 F 3.647 0.888 0.390
5 F 3.539 1.141 2.550
6 S 2.422 -1.029 1.610
7 O 1.425 -1.225 0.577
8 O 3.671 -1.708 1.472
9 N 1.886 -1.228 3.077
10 S 0.375 -1.132 3.545
11 O -0.546 -0.700 2.511
12 O 0.028 -2.245 4.364
13 C 0.423 0.272 4.699
14 F -0.767 0.355 5.286
15 F 1.360 0.056 5.627
16 F 0.677 1.408 4.048
17 S -4.899 -6.314 -2.800
18 C -4.004 -5.057 -2.146
19 S -4.107 -3.428 -2.643
20 C -2.923 -2.704 -1.574
21 C -2.328 -3.571 -0.735
22 S -1.093 -3.191 0.427
23 S -2.861 -5.231 -0.891
24 S -2.621 -0.999 -1.678
25 C 1.773 -0.311 -2.585
26 C 0.933 0.830 -2.121
27 N 0.062 0.791 -1.143
28 C -0.516 2.029 -1.050
29 C 0.019 2.847 -1.996
30 N 0.935 2.068 -2.655
31 C -0.156 4.264 -2.399
32 O -1.063 4.946 -1.766
33 O 0.537 4.713 -3.297
34 C -1.558 2.265 -0.001
35 O -2.029 3.433 0.093
36 O -1.856 1.276 0.700
37 H 1.540 -1.181 -1.984
38 H 2.838 -0.087 -2.479
39 H 1.566 -0.545 -3.632
40 H 1.478 2.415 -3.422
41 H -1.563 4.337 -1.060

The calculation puts the energy above the lowest of the compared OMol25 structures with the same formula, charge and spin at 0.269 eV. As for the net charge: -2. As for the spin multiplicity: 6. Its LUMO energy (alpha / beta) is 4.26 / 4.26 eV.

Results of the Löwdin charge analysis, in e, for atoms 1 through 8: 0.58 0.14 -0.67 0.12 0.13 0.59 -0.37 -0.27

=====

# 6
Formula: C11H6Cl2N4O
Source: OMol25
Level of theory: ωB97M-V with the def2-TZVPD basis set

Cartesian coordinates (Å):
1 O 2.568 0.686 -3.345
2 Cl 3.636 1.823 2.377
3 Cl 4.684 2.015 -1.022
4 N -0.461 0.022 -2.030
5 N 1.397 1.161 0.990
6 C 1.854 0.902 -2.409
7 C -0.235 0.242 -0.762
8 C 1.004 0.810 -0.223
9 C 2.730 1.530 0.942
10 C 3.179 1.482 -0.346
11 C -2.898 -1.605 1.959
12 C -2.455 -2.376 0.865
13 C -2.489 -0.235 2.167
14 C -1.539 -1.774 -0.056
15 C -1.497 0.264 1.317
16 C -1.142 -0.428 0.163
17 N 0.604 0.532 -2.853
18 N 2.084 1.075 -1.070
19 H -3.618 -2.068 2.655
20 H -2.693 -3.457 0.723
21 H -2.899 0.259 3.038
22 H -1.210 -2.447 -0.775
23 H -1.149 1.302 1.555
24 H 0.546 0.284 -3.861

Its LUMO energy is -0.34 eV. Its SMILES is O=c1[nH]nc(-c2ccccc2)c2nc(Cl)c(Cl)n12.

Results of the Löwdin charge analysis, in e, for atoms 1 through 8: 0.09 0.69 0.73 0.17 0.13 -0.47 -0.18 -0.16

=====

# 7
Formula: C11H6ClN2O4PdSe3Te
Source: OMol25
Level of theory: ωB97M-V with the def2-TZVPD basis set

Cartesian coordinates (Å):
1 Pd -2.581 0.998 -0.642
2 O 1.794 -0.532 -4.555
3 C 2.265 -0.884 -3.383
4 O 3.326 -1.452 -3.251
5 C 1.425 -0.544 -2.192
6 C 1.777 -0.802 -0.881
7 Cl 3.225 -1.478 -0.290
8 N 0.788 -0.351 -0.069
9 N -0.199 0.188 -0.812
10 C 0.153 0.080 -2.074
11 C -0.802 0.618 -3.120
12 O -0.438 0.549 -4.313
13 O -1.886 1.090 -2.715
14 C 0.626 -0.357 1.354
15 C 1.268 -1.277 2.170
16 C 1.049 -1.242 3.540
17 C 0.198 -0.304 4.102
18 C -0.435 0.614 3.275
19 C -0.221 0.595 1.908
20 H 0.886 -0.049 -4.476
21 H 1.912 -2.038 1.760
22 H 1.549 -1.970 4.166
23 H 0.027 -0.289 5.170
24 H -1.103 1.361 3.684
25 H -0.693 1.337 1.283
26 Se -3.883 -1.093 -0.378
27 Se -4.145 0.623 1.152
28 Te -4.119 3.020 -0.298
29 Se -1.761 3.589 -0.115

The calculation puts the energy above the lowest of the compared OMol25 structures with the same formula, charge and spin at 0.000 eV. As for the net charge: -1. Its LUMO energy (alpha / beta) is 1.03 / 1.03 eV.

Results of the Löwdin charge analysis, in e, for atoms 1 through 8: 0.00 0.11 -0.53 0.04 -0.05 -0.56 0.81 -0.05

=====

# 8
Formula: C11H6N5NaS
Source: OMol25
Level of theory: ωB97M-V with the def2-TZVPD basis set

Cartesian coordinates (Å):
1 Na -0.130 -0.569 -1.601
2 N -2.014 1.024 0.655
3 C -1.169 0.143 1.232
4 N -0.379 -0.654 0.576
5 C 0.360 -1.455 1.437
6 C 1.317 -2.392 1.062
7 C 1.984 -3.103 2.043
8 C 1.706 -2.897 3.392
9 C 0.756 -1.970 3.785
10 C 0.093 -1.257 2.800
11 S -1.116 -0.011 2.980
12 H -1.865 1.285 -0.308
13 H -2.487 1.694 1.235
14 H 1.531 -2.552 0.012
15 H 2.737 -3.827 1.759
16 H 2.244 -3.460 4.143
17 H 0.537 -1.802 4.831
18 N -0.509 1.050 -2.820
19 C -0.531 1.989 -3.510
20 C -0.574 3.112 -4.299
21 C -0.257 3.028 -5.674
22 N -0.002 2.949 -6.797
23 C -0.955 4.342 -3.716
24 N -1.278 5.331 -3.216

Its LUMO energy is -0.65 eV.

Results of the Löwdin charge analysis, in e, for atoms 1 through 8: 0.57 0.12 -0.67 0.01 -0.31 -0.02 -0.08 -0.08